Entry 1:
DFT (the ωB97M-V functional and the def2-TZVPD basis) results for a 2-piece molecular cluster, CH4NOS2 overall in a non-equilibrium geometry.

```
! wB97M-V def2-TZVPD RIJCOSX def2/J DEFGRID3
* xyz 1 1
C 0.1200 -0.8960 -0.2401
N 0.0019 1.2677 0.3998
O -0.7376 -1.3392 0.5619
S 1.7877 -1.2565 -0.5742
S 0.2934 -0.6579 -1.9530
H -0.1741 2.1009 -0.1445
H 1.0101 1.1908 0.3959
H -0.6353 1.2242 1.1617
H -1.6661 -1.6339 0.3925
*
```

Output
relative energy (zero: lowest compared OMol25 entry of this formula, charge and spin) = 212.3 kJ/mol
HOMO = -13.97 eV
LUMO level = -5.48 eV
max |F| = 2.34 eV Å⁻¹
molecular weight = 110.18 g/mol
frontier orbital gap = 8.4903 eV

Entry 2:
DFT (the ωB97M-V functional and the def2-TZVPD basis) results for C23H27BBrF4N5O2Pd as an isolated structure.

```
! wB97M-V def2-TZVPD RIJCOSX def2/J DEFGRID3
* xyz 2 1
Pd 0.5336 0.7249 -0.0518
O -4.1967 1.9943 -3.2298
C -4.4358 2.2649 -1.8917
C -5.6885 2.5769 -1.4022
C -5.8425 2.8026 -0.0406
C -4.7569 2.7099 0.8214
C -3.5036 2.4002 0.3228
C -3.3408 2.1898 -1.0414
C -1.9237 1.9525 -1.6081
O -0.9851 1.9066 -0.7103
N -2.1243 0.6243 -2.3196
N -1.4248 -0.3226 -1.9630
C -1.6255 -1.5995 -2.4488
C -0.9136 -2.5734 -1.8379
Br 0.1764 -2.1442 -0.3552
C -1.0313 -3.9717 -2.1446
C -1.2363 -4.5475 -3.3803
C -1.5796 -5.9378 -3.4023
C -1.8863 -6.5532 -4.5850
C -1.8061 -5.8213 -5.7745
C -1.4119 -4.4727 -5.7925
C -1.1237 -3.8377 -4.6185
H -4.9640 2.2257 -3.7665
H -6.5368 2.6455 -2.0742
H -6.8206 3.0563 0.3458
H -4.8829 2.9022 1.8779
H -2.6333 2.3626 0.9655
H -1.7514 2.6472 -2.4531
H -2.8972 0.5811 -3.0101
H -2.3670 -1.8099 -3.2155
H -0.9456 -4.6422 -1.2928
H -1.6262 -6.4822 -2.4668
H -2.1733 -7.5952 -4.6068
H -2.0272 -6.3148 -6.7133
H -1.3101 -3.9574 -6.7376
H -0.7490 -2.8230 -4.6239
F -0.3918 1.3058 2.1697
B 0.5427 2.4145 2.3273
F 1.1494 2.5214 0.9740
F 1.5453 2.0162 3.1877
F -0.1030 3.5542 2.6367
C 2.5598 -1.0660 4.5344
C 1.3192 -1.5834 3.8381
N 1.2661 -1.0851 2.4541
C 2.3627 -0.6233 1.8080
N 2.1948 -0.0570 0.6005
C 3.3295 0.6295 -0.0130
C 4.5640 -0.2397 0.1409
C 4.8092 -0.4540 1.6178
N 3.5756 -0.8323 2.3157
C 3.7572 -1.3790 3.6683
H 2.6742 -1.5397 5.5081
H 2.4766 0.0110 4.6808
H 0.4186 -1.2355 4.3394
H 1.3031 -2.6749 3.8320
H 0.4422 -0.5306 2.2624
H 3.4816 1.6062 0.4539
H 3.1033 0.7932 -1.0678
H 5.4314 0.2392 -0.3103
H 4.4026 -1.1956 -0.3621
H 5.2016 0.4557 2.0777
H 5.5371 -1.2488 1.7814
H 4.6604 -0.9270 4.0756
H 3.9250 -2.4576 3.6022
*
```

Output
relative energy (zero: lowest compared OMol25 entry of this formula, charge and spin) = 100.3 kJ/mol
HOMO = -13.54 eV
LUMO level = -9.53 eV
max |F| = 0.36 eV Å⁻¹
molecular weight = 678.63 g/mol
frontier orbital gap = 4.0183 eV

Entry 3:
DFT (the ωB97M-V functional and the def2-TZVPD basis) results for a 2-piece molecular cluster, C4H12 overall.

```
! wB97M-V def2-TZVPD RIJCOSX def2/J DEFGRID3
* xyz 0 1
C -0.8314 1.7974 -0.1112
C 0.0879 2.2025 -1.2662
H -0.5932 0.8076 0.2710
H -0.8151 2.5533 0.6687
H -1.8458 1.7609 -0.4991
H -0.0355 3.2615 -1.4834
H -0.1811 1.6938 -2.1961
H 1.1494 2.0338 -1.0853
C -0.2647 -2.3552 0.4881
C 1.0280 -1.6980 0.9602
H -0.2637 -3.4355 0.6275
H -1.1288 -1.9223 0.9829
H -0.3902 -2.1466 -0.5747
H 1.2547 -1.9335 2.0034
H 0.9702 -0.6142 0.8969
H 1.8593 -2.0053 0.3173
*
```

Output
relative energy (zero: lowest compared OMol25 entry of this formula, charge and spin) = 6.2 kJ/mol
HOMO = -11.88 eV
LUMO level = 1.14 eV
max |F| = 0.70 eV Å⁻¹
SMILES string = CC.CC
molecular weight = 60.14 g/mol
frontier orbital gap = 13.0233 eV